--- 1 ---
{
  "formula": "C7H14O3P",
  "method": "ωB97M-V/def2-TZVPD",
  "symbols": ["C", "H", "C", "H", "C", "O", "H", "H", "O", "H", "H", "O", "H", "H", "C", "C", "H", "C", "P", "H", "H", "H", "C", "H", "H"],
  "coordinates": [[1.84544, 0.86636, -0.71418], [-3.99557, -0.12079, 1.76672], [-3.23234, -0.43695, 2.48422], [-1.52106, 0.38707, 0.61705], [1.85801, -1.38265, -2.31876], [1.16864, 0.71603, 3.31120], [0.93024, -2.09440, -2.25528], [0.79934, 0.72304, -2.84349], [-1.03702, 0.10469, 3.33657], [-2.78473, -1.37579, 2.14050], [-2.57741, 1.45004, 3.29760], [-0.30454, 1.55693, 1.77585], [1.31231, -1.06733, -4.95765], [3.33002, -0.11872, -4.26142], [0.04472, 0.78573, 2.84976], [-2.17842, 0.63472, 2.68185], [1.46585, 1.98818, -0.57055], [1.42353, 0.19357, -1.97490], [2.51536, -1.30911, -4.15137], [2.53680, 0.30302, 0.04897], [2.71629, -1.76322, -1.61017], [-2.17515, 1.99983, 1.00353], [-1.60687, 1.15211, 1.39677], [3.19357, -2.53470, -4.48913], [-3.72701, -0.65767, 3.43629]],
  "e_lumo_ha": -0.146,
  "e_homo_ev": -13.1,
  "gap_ev": 9.10,
  "charge": 1
}

---

--- 2 ---
{
  "formula": "C7H14O3P",
  "method": "ωB97M-V/def2-TZVPD",
  "symbols": ["O", "H", "H", "H", "H", "C", "O", "C", "C", "C", "P", "H", "H", "H", "O", "H", "H", "H", "C", "C", "C", "H", "H", "H", "H"],
  "coordinates": [[1.24489, 3.34518, 1.36030], [-1.34274, -2.13823, -1.97812], [0.97414, 0.72990, 0.97624], [0.25977, 5.40088, -0.02071], [-3.47336, -1.81284, 0.20962], [0.40950, -2.62926, 0.02806], [2.04158, 1.99350, -0.28151], [1.30940, 5.40130, -0.31918], [1.99879, 0.90782, 0.63840], [-2.91371, -3.90017, -0.36516], [-1.11470, -1.77702, -0.60483], [2.19940, -4.13879, 0.09646], [-3.12678, -3.69044, -1.46197], [-3.75120, -4.46390, 0.14299], [1.71878, 4.09373, -0.72599], [-2.33884, -2.69093, 1.43250], [2.65744, 1.09457, 1.48790], [-0.95576, -0.37317, -0.43639], [1.38902, -3.35595, 0.16840], [1.62866, 3.16634, 0.23292], [-2.58000, -2.49402, 0.34381], [1.42535, 6.06558, -1.17453], [-1.95187, -4.51731, -0.36072], [2.35151, 0.01580, 0.11972], [1.94072, 5.76744, 0.49181]],
  "e_lumo_ha": -0.157,
  "e_homo_ev": -13.3,
  "gap_ev": 9.00,
  "charge": 1
}

---

Least stable: 1

---

--- 1 ---
{
  "formula": "C2HN3O2",
  "method": "ωB97M-V/def2-TZVPD",
  "symbols": ["C", "N", "O", "C", "N", "N", "O", "H"],
  "coordinates": [[-0.76726, 0.46304, 0.63394], [-0.56256, 0.15170, -1.78230], [1.02314, -1.08533, 3.06070], [1.85160, -0.50792, 2.52420], [-0.59366, 0.31887, -0.50774], [-1.65492, 0.34692, -2.34377], [2.56004, 0.02078, 1.79388], [-1.85639, 0.29193, -3.37891]],
  "e_lumo_ha": -0.031,
  "e_homo_ev": -10.4,
  "gap_ev": 9.55,
  "charge": 0
}

---

--- 2 ---
{
  "formula": "C2HN3O2",
  "method": "ωB97M-V/def2-TZVPD",
  "symbols": ["N", "N", "C", "N", "O", "O", "H", "C"],
  "coordinates": [[0.78132, 1.18894, -0.22223], [-0.84235, -1.21230, -0.15275], [-1.25857, 0.02111, 0.18740], [-0.46698, 1.27966, -0.06993], [2.47023, -0.23655, 0.12257], [0.45884, -1.10939, -0.15771], [-2.41100, 0.19101, 0.33180], [1.26852, -0.12248, -0.03916]],
  "smiles": "O=c1nncno1",
  "e_lumo_ha": -0.063,
  "e_homo_ev": -10.6,
  "gap_ev": 8.90,
  "charge": 0
}

---

Least stable: 2

---

--- 1 ---
{
  "formula": "C6H6O3",
  "method": "ωB97M-V/def2-TZVPD",
  "symbols": ["H", "C", "C", "H", "O", "C", "C", "O", "H", "H", "H", "H", "O", "C", "C"],
  "coordinates": [[-1.49978, -1.38754, 1.62985], [3.25457, 0.00199, 0.07228], [-1.27720, -0.61240, 0.81331], [-1.29572, -2.32609, -0.42656], [-1.45525, 2.02154, -0.19284], [-0.10093, 1.83845, -0.20183], [1.97577, 0.14318, -0.31663], [0.20771, -0.13501, 1.05552], [0.78095, 2.69726, -0.37062], [-2.14610, 0.06781, 1.00485], [4.22893, 0.12189, 0.33576], [-1.98913, -0.99520, -1.28642], [-0.02858, -0.56882, -1.18157], [0.55731, 0.34932, -0.26396], [-1.21254, -1.21637, -0.67115]],
  "smiles": "C#CC1(C=O)OCCO1",
  "e_lumo_ha": -0.014,
  "e_homo_ev": -10.0,
  "gap_ev": 9.63,
  "charge": 0
}

---

--- 2 ---
{
  "formula": "C6H6O3",
  "method": "ωB97M-V/def2-TZVPD",
  "symbols": ["C", "C", "O", "C", "H", "O", "H", "H", "H", "C", "C", "H", "H", "O", "C"],
  "coordinates": [[0.58989, 1.03502, 0.11147], [1.34590, -0.24425, 0.48495], [-1.86604, 0.57086, 0.12268], [-1.79227, -0.52374, -0.69428], [-0.76316, 1.00417, 1.87420], [0.73194, 1.90292, -0.70602], [-2.60751, -0.58419, -1.41924], [1.86099, -0.12038, 1.47036], [1.79406, -0.77684, -1.31026], [-0.76733, -1.34836, -0.42492], [-0.04287, -0.88448, 0.79966], [-0.03034, -1.63056, 1.59139], [-0.66398, -2.30784, -0.88799], [2.16635, -0.86352, -0.43084], [-0.64134, 0.55472, 0.85559]],
  "smiles": "O=C1[C@H]2OC=C[C@H]2[C@H]1O",
  "e_lumo_ha": 0.017,
  "e_homo_ev": -9.2,
  "gap_ev": 9.62,
  "charge": 0
}

---

Least stable: 1

---

--- 1 ---
{
  "formula": "C16H23N3O2",
  "method": "ωB97M-V/def2-TZVPD",
  "symbols": ["C", "C", "C", "H", "H", "C", "C", "C", "O", "H", "H", "N", "H", "H", "H", "H", "O", "H", "H", "C", "H", "H", "H", "C", "H", "C", "H", "H", "H", "H", "C", "H", "N", "C", "H", "C", "C", "C", "C", "H", "N", "H", "C", "H"],
  "coordinates": [[1.76043, -1.74505, 0.41191], [0.37956, -0.32564, 1.95891], [-2.87005, -1.77968, -3.03676], [-1.11591, -2.81421, -2.20317], [-0.01353, 1.06655, -0.36373], [-1.55511, -1.63991, -2.54955], [-0.79031, -0.66928, -2.34115], [-0.81849, 0.75004, 3.37657], [-0.07949, -1.57462, 2.44440], [0.69007, 1.65927, 2.18654], [2.53755, -0.63179, -2.62138], [0.09526, 0.70566, 2.45853], [-1.06005, 3.18406, 2.11246], [1.95534, -2.67275, 0.88810], [-4.20616, -0.25334, -4.03069], [-2.75584, 3.67806, 2.66010], [1.40375, -0.83918, -2.71920], [-1.26025, 3.31562, 3.90975], [-3.33486, -2.73682, -3.16726], [-1.77473, 2.98911, 2.81213], [-1.24079, -0.47072, 3.86771], [-0.87697, 1.40793, -2.67693], [1.09725, -2.74939, -1.46764], [0.72546, -1.85826, -0.86070], [3.98602, -1.58273, 0.44471], [-3.45702, -0.45159, -3.55192], [3.96365, 0.60483, 0.31926], [1.99722, 1.64518, 0.72498], [1.23806, 1.41117, -1.58251], [-2.37356, 1.05829, 2.30465], [3.25102, 0.12694, -0.38570], [3.29065, 0.61386, -1.33164], [1.37390, -0.56777, 1.23529], [-2.12693, 1.58621, 2.95067], [-0.37964, -1.95708, -0.22018], [3.13755, -1.42638, -0.25996], [0.40428, -0.44315, -1.71678], [1.91883, 0.70706, 0.16306], [0.72583, 0.72262, -0.93491], [-0.38676, 1.22576, 4.45720], [-2.65317, 0.61035, -3.33387], [-2.98343, 1.42292, 3.85925], [-1.32005, 0.57375, -2.94456], [3.50140, -1.87590, -1.24598]],
  "e_lumo_ha": 0.007,
  "e_homo_ev": -8.2,
  "gap_ev": 8.35,
  "charge": 0
}

---

--- 2 ---
{
  "formula": "C16H23N3O2",
  "method": "ωB97M-V/def2-TZVPD",
  "symbols": ["H", "C", "H", "C", "H", "H", "C", "N", "H", "N", "N", "O", "H", "H", "H", "C", "C", "H", "C", "H", "C", "H", "C", "H", "H", "C", "C", "C", "C", "C", "H", "C", "H", "H", "H", "H", "O", "H", "C", "H", "C", "H", "H", "H"],
  "coordinates": [[1.67686, 2.15613, -0.55331], [3.67889, -0.15703, 0.84769], [-1.46750, 0.42460, -2.23427], [0.32057, 1.51468, 1.47807], [0.75825, -1.54150, -0.00500], [3.95059, -0.58467, -1.90728], [2.40633, 1.34860, -0.60447], [-0.58989, 0.99154, 0.48552], [3.02146, -2.18119, 1.19604], [2.72455, -1.83052, -0.81356], [2.49003, 0.65198, 0.65930], [1.71336, -0.02432, 2.65432], [0.98539, 0.12907, -1.66373], [3.92505, -0.15555, 1.91265], [2.12857, 0.98472, -2.69202], [-4.82318, -0.23496, 0.74768], [-2.92203, 0.07214, -0.69966], [-5.66298, 0.18180, 1.28355], [2.89260, -0.85205, -1.86427], [-1.83768, -1.71602, -1.17343], [-2.01735, 0.98410, -1.47257], [2.63952, -1.34886, -2.80900], [3.49990, -1.62086, 0.39244], [-5.20653, -2.24089, 1.39229], [0.57833, 2.53622, 1.18906], [1.57082, 0.64301, 1.64443], [-3.49149, -2.12342, 0.11735], [-4.00540, 0.59255, 0.00002], [-0.98258, 1.69262, -0.59796], [2.03104, 0.42036, -1.76330], [-2.58690, 1.76378, -1.98110], [-4.56747, -1.59498, 0.80933], [-4.20481, 1.65339, -0.04586], [-0.17194, 1.53311, 2.45631], [3.38714, 1.79517, -0.80353], [1.37287, -3.20215, -0.05400], [-0.52128, 2.77841, -0.88420], [4.50235, -2.04000, 0.23634], [1.36088, -2.25168, -0.58869], [0.88229, -2.41185, -1.55488], [-2.67359, -1.29481, -0.63148], [-1.04683, 0.11663, 0.69743], [-3.28745, -3.18310, 0.15848], [4.49479, 0.31438, 0.29610]],
  "smiles": "CN1CCCN(C(=O)CNC(=O)Cc2ccccc2)CC1",
  "e_lumo_ha": 0.028,
  "e_homo_ev": -8.2,
  "gap_ev": 8.95,
  "charge": 0
}

---

Least stable: 1

---

--- 1 ---
{
  "formula": "C3H9O2PS",
  "method": "ωB97M-V/def2-TZVPD",
  "symbols": ["O", "H", "C", "H", "C", "H", "H", "H", "C", "H", "S", "P", "H", "H", "H", "O"],
  "coordinates": [[1.53421, -0.83642, 0.82694], [-1.48864, -2.58979, -0.31206], [-0.34963, -2.59129, -0.30219], [1.45266, 1.64538, 0.83111], [-1.19069, 0.11876, 0.74783], [-0.99972, 0.98572, 1.47365], [0.45098, 3.01538, 0.50468], [-1.97712, -0.53989, 1.20507], [1.30222, 2.48545, 0.11439], [-1.57289, 0.55882, -0.12335], [0.13993, -1.64799, -1.87631], [0.24511, -0.86655, 0.17058], [2.21570, 3.02116, 0.25074], [0.96926, 1.90610, -0.84904], [0.29286, -3.50362, -0.05743], [-1.02424, -1.16122, -2.60461]],
  "e_lumo_ha": 0.005,
  "e_homo_ev": -8.9,
  "gap_ev": 9.06,
  "charge": 0
}

---

--- 2 ---
{
  "formula": "C3H9O2PS",
  "method": "ωB97M-V/def2-TZVPD",
  "symbols": ["C", "H", "O", "C", "H", "H", "P", "H", "H", "C", "O", "S", "H", "H", "H", "H"],
  "coordinates": [[-1.50695, 1.27248, -0.63300], [-1.92936, -2.29237, 0.76245], [1.46837, -1.65744, -0.10948], [-2.20537, -1.49653, 0.20082], [-0.50508, 1.67033, -0.80284], [-1.87455, -1.75015, -0.82992], [-1.09725, -0.04506, 0.73990], [-3.22286, -1.10868, 0.33423], [-1.92511, 0.78739, -1.47847], [2.92658, 0.64750, 0.54301], [1.81833, 1.16665, 0.01306], [0.63415, -0.62285, -0.64466], [3.81793, 1.19577, 0.08066], [2.84761, -0.54007, 0.47436], [-2.20853, 2.07546, -0.40245], [2.96209, 0.69758, 1.75235]],
  "e_lumo_ha": [-0.029, -0.029],
  "e_homo_ev": [-9.0, -9.0],
  "gap_ev": [8.22, 8.22],
  "charge": 0
}

---

Least stable: 2